The following is a quantum chemistry calculation of C33H35N3O2PdS6Sb as an isolated structure, from the Open Molecules 2025 dataset.

```
81
Properties=species:S:1:pos:R:3:forces:R:3
Pd 0.9746 1.2550 -0.0554 0.6 1.0 1.1
C 3.2444 3.1951 2.1258 0.0 0.0 -0.1
C 4.1036 2.6572 0.9806 0.0 0.1 0.1
S 3.3316 1.6891 -0.3655 -0.3 -0.3 0.0
C 3.2662 2.8976 -1.7093 0.0 0.1 -0.1
C 2.3840 4.1019 -1.4477 0.0 0.0 0.0
S 0.6937 3.5866 -1.0258 -0.1 0.4 -0.1
C 0.2519 4.7942 0.2525 0.1 0.1 -0.1
C 0.7771 4.5352 1.6557 -0.1 0.0 -0.1
S 2.5451 4.8560 1.9236 0.0 0.0 0.0
H 3.8820 3.2438 3.0095 0.0 0.1 0.0
H 2.4331 2.5127 2.3547 0.0 0.0 0.0
H 4.8539 1.9789 1.3886 0.0 0.0 0.0
H 4.6417 3.4674 0.4856 0.0 0.0 0.0
H 2.9191 2.3202 -2.5655 0.0 0.0 0.0
H 4.2890 3.2071 -1.9304 0.0 0.0 0.1
H 2.3501 4.7230 -2.3440 0.0 0.0 0.0
H 2.7702 4.7001 -0.6271 0.0 0.0 0.0
H -0.8387 4.7842 0.2703 0.0 0.0 0.0
H 0.5593 5.7726 -0.1212 0.0 0.0 0.1
H 0.5805 3.5079 1.9484 0.0 0.0 0.0
H 0.2283 5.1745 2.3489 0.1 0.1 0.0
N -7.5039 2.1323 2.0454 0.0 0.0 0.1
C -6.2687 1.7888 1.5672 0.0 0.0 0.0
C -5.3611 2.7785 1.1582 0.0 0.0 0.0
C -4.1087 2.4315 0.7026 0.0 0.1 0.0
C -3.7330 1.0932 0.6509 0.1 -0.1 0.2
C -4.6180 0.1013 1.0599 0.0 0.0 0.0
C -5.8753 0.4446 1.5099 0.0 0.0 0.0
S -2.1686 0.6387 0.0204 -0.1 0.2 -0.5
O -1.9403 -0.7513 0.3421 0.0 0.0 0.1
O -2.0741 1.0437 -1.3548 -0.1 0.0 0.1
N -1.0664 1.5887 0.7969 0.6 -0.7 -0.7
C -0.6054 1.1321 2.0027 -0.1 0.0 0.2
S -1.5176 0.6168 3.3614 -0.1 -0.1 0.1
C -0.0505 0.2287 4.1744 0.1 0.0 0.0
C 1.0083 0.5136 3.3903 0.4 0.2 0.1
N 0.7024 1.0732 2.1674 -0.5 -0.4 -0.1
H -7.8453 3.0664 1.9121 0.0 0.0 0.0
H -8.1982 1.4164 2.1581 0.0 0.0 0.0
H -5.6498 3.8218 1.2000 0.0 0.0 0.0
H -3.4202 3.2024 0.3788 0.0 0.0 0.0
H -4.3115 -0.9357 1.0190 0.0 0.0 0.0
H -6.5645 -0.3290 1.8271 0.0 0.0 0.0
H -0.0415 -0.1810 5.1709 0.0 0.0 0.0
H 2.0425 0.3700 3.6674 0.0 0.0 0.0
S 1.2257 0.3740 -2.3407 -0.4 -0.1 -0.2
Sb 0.8112 -1.7739 -1.6703 0.2 -0.1 0.1
C 2.1429 -3.0605 -2.6472 0.0 -0.1 -0.1
C 2.4420 -4.2963 -2.0794 0.0 0.0 0.0
C 3.2830 -5.1732 -2.7493 0.0 0.0 0.0
C 3.8207 -4.8160 -3.9791 0.0 0.0 0.0
C 3.5247 -3.5823 -4.5419 0.0 0.0 0.0
C 2.6838 -2.7004 -3.8765 0.0 0.0 0.0
C -1.1119 -2.4666 -2.0296 -0.3 0.0 -0.1
C -1.9821 -1.6872 -2.7813 0.0 0.0 0.0
C -3.2610 -2.1586 -3.0384 0.0 0.0 0.0
C -3.6599 -3.3928 -2.5444 0.0 0.0 0.0
C -2.7845 -4.1680 -1.7949 0.0 0.0 0.0
C -1.5022 -3.7072 -1.5357 0.0 0.0 0.0
C 1.3730 -2.0701 0.3240 0.0 -0.2 0.2
C 2.7289 -1.9388 0.6209 0.0 0.0 0.0
C 3.1910 -2.2547 1.8901 0.0 0.0 0.0
C 2.3032 -2.7211 2.8524 0.0 0.0 0.0
C 0.9539 -2.8498 2.5557 0.0 0.0 0.0
C 0.4803 -2.5192 1.2924 0.0 0.0 0.0
H 2.0386 -4.5777 -1.1125 0.0 0.0 0.0
H 3.5208 -6.1337 -2.3111 0.0 0.0 0.0
H 4.4760 -5.5028 -4.4987 0.0 0.0 0.0
H 3.9481 -3.3054 -5.4989 0.0 0.0 0.0
H 2.4613 -1.7335 -4.3135 0.0 0.0 0.0
H -1.6809 -0.7095 -3.1338 0.0 0.0 0.0
H -3.9474 -1.5569 -3.6196 0.0 0.0 0.0
H -4.6594 -3.7562 -2.7461 0.0 0.0 0.0
H -3.0986 -5.1316 -1.4151 0.0 0.0 0.0
H -0.8217 -4.3204 -0.9549 0.0 0.0 0.0
H 3.4300 -1.6053 -0.1373 0.0 0.0 0.0
H 4.2450 -2.1594 2.1197 0.0 0.0 0.0
H 2.6668 -2.9877 3.8368 0.0 0.0 0.0
H 0.2642 -3.2076 3.3095 0.0 0.0 0.0
H -0.5766 -2.5954 1.0682 0.0 0.0 0.0
```
Forces are in eV/Å.

Calculated values
Energy above the lowest of the compared OMol25 structures with the same formula, charge and spin in kcal per mole: 14.9
Energy in Eh: -4350.28831
Spin multiplicity: 1
Charge: +1
Orbital gap (spin up / spin down) in eV: 6.3 / 6.3
HOMO level (spin up / spin down) in eV: -10.2 / -10.3

Atom-resolved charges from Löwdin, all expressed in e: number 1, Pd, carries 0.4542; number 2, C, carries -0.5161; number 3, C, carries -0.4509; number 4, S, carries 0.8403; number 5, C, carries -0.5252; number 6, C, carries -0.4874; number 7, S, carries 0.8820; number 8, C, carries -0.4914; number 9, C, carries -0.5131; number 10, S, carries 0.9058; number 11, H, carries 0.0764; number 12, H, carries 0.0239; number 13, H, carries 0.0763; number 14, H, carries 0.0826; number 15, H, carries 0.0194; number 16, H, carries 0.0961; number 17, H, carries 0.0923; number 18, H, carries 0.0287; number 19, H, carries 0.0738; number 20, H, carries 0.0855; number 21, H, carries 0.0361; number 22, H, carries 0.0796; number 23, N, carries 0.1204; number 24, C, carries -0.3086; number 25, C, carries -0.0185; number 26, C, carries -0.0582; number 27, C, carries -0.3223; number 28, C, carries -0.0578; number 29, C, carries -0.0181; number 30, S, carries 0.5499; number 31, O, carries -0.3285; number 32, O, carries -0.3210; number 33, N, carries -0.2007; number 34, C, carries -0.7687; number 35, S, carries 1.1099; number 36, C, carries -0.3753; number 37, C, carries -0.2376; number 38, N, carries -0.0584; number 39, H, carries 0.1001; number 40, H, carries 0.1001; number 41, H, carries 0.1153; number 42, H, carries 0.1139; number 43, H, carries 0.1157; number 44, H, carries 0.1157; number 45, H, carries 0.0765; number 46, H, carries 0.1166; number 47, S, carries 0.1529; number 48, Sb, carries 1.3383; number 49, C, carries -0.3558; number 50, C, carries -0.1183; number 51, C, carries -0.0713; number 52, C, carries -0.0689; number 53, C, carries -0.0708; number 54, C, carries -0.1218; number 55, C, carries -0.3649; number 56, C, carries -0.1310; number 57, C, carries -0.0580; number 58, C, carries -0.0657; number 59, C, carries -0.0703; number 60, C, carries -0.1186; number 61, C, carries -0.3771; number 62, C, carries -0.1441; number 63, C, carries -0.0745; number 64, C, carries -0.0786; number 65, C, carries -0.0731; number 66, C, carries -0.1128; number 67, H, carries 0.1008; number 68, H, carries 0.1097; number 69, H, carries 0.1099; number 70, H, carries 0.1101; number 71, H, carries 0.0865; number 72, H, carries 0.0841; number 73, H, carries 0.1137; number 74, H, carries 0.1089; number 75, H, carries 0.1090; number 76, H, carries 0.1010; number 77, H, carries 0.0984; number 78, H, carries 0.1096; number 79, H, carries 0.1108; number 80, H, carries 0.1135; number 81, H, carries 0.0889